Entry 1:
Density functional theory data (the ωB97M-V functional and the def2-TZVPD basis) for a 2-piece molecular cluster, C3H11N2O2 overall.

```
18
Properties=species:S:1:pos:R:3:forces:R:3:mulliken_charge:R:1
H -0.45042 0.60840 -1.50286 0.31 -0.39 -0.21 0.41
H -1.36966 -0.73385 -0.34369 -0.19 0.10 0.35 0.24
H -3.80087 0.89803 -0.85900 0.06 0.16 -0.31 0.32
C 0.65024 -0.61845 -0.05041 0.10 0.73 1.27 0.11
O 0.67027 -0.74665 2.34102 -0.03 0.87 0.35 -0.61
O -3.10085 0.86846 -1.52624 0.17 -0.52 0.52 -0.63
H -3.04836 1.74765 -1.90389 -0.12 0.22 -0.06 0.33
N -0.70273 -1.22083 0.27070 -0.24 0.02 -1.79 -0.23
H 1.26076 1.05121 -1.34953 -0.01 -0.57 -0.09 0.36
H 2.99350 0.24958 0.43039 0.00 0.20 -0.05 0.21
H 3.01981 0.39251 2.15011 0.02 -0.07 0.07 0.28
H 1.32912 -1.28159 -0.59861 -0.62 -0.30 0.17 0.29
C 0.39577 0.65157 -0.81035 -0.15 2.05 -0.41 -1.37
C 1.27112 -0.32457 1.37599 0.38 -1.66 -1.40 0.52
H -0.81856 -2.19765 -0.00640 0.34 -0.12 0.53 0.35
H 0.13416 1.52344 -0.18106 -0.01 -0.64 0.29 0.37
N 2.50733 0.19236 1.30641 -0.40 0.13 0.47 -0.33
H -0.94064 -1.05963 1.25741 0.38 -0.22 0.31 0.38
```
Forces are in eV/Å.

Its energy is -380.6782 Eh. Its charge is +1. For the relative energy (zero: lowest compared OMol25 entry of this formula, charge and spin), the calculation gives 22.4 kcal/mol. The spin multiplicity is 1. The value obtained for the HOMO energy is -14.69 eV. The molecular weight is 107.133 g/mol. The calculation puts the HOMO-LUMO gap at 11.50 eV.

Entry 2:
Density functional theory data (the ωB97M-V functional and the def2-TZVPD basis) for a single C4H5N molecule.

```
10
Properties=species:S:1:pos:R:3:forces:R:3:mulliken_charge:R:1
H -0.38158 2.28145 -0.68253 0.07 0.06 -0.06 0.21
N -1.51924 0.45570 -1.14715 0.51 -1.19 0.09 -0.53
C -0.89627 1.44111 -0.23430 0.57 -0.54 0.78 -0.20
H 1.60209 -1.88189 1.12550 0.17 -0.10 -0.06 0.26
H 1.16427 -0.14364 1.42881 -0.53 0.18 0.04 0.27
H -1.38815 1.63426 0.71131 -0.17 0.19 0.01 0.22
C -0.48656 0.05254 -0.52271 -1.40 2.80 -1.87 0.31
H 0.37898 -1.84639 -1.05917 0.20 -0.05 -0.07 0.32
C 0.46514 -0.98525 -0.41207 -0.45 -0.67 1.99 -0.25
C 1.06132 -1.00789 0.79230 1.02 -0.67 -0.85 -0.60
```
Forces are in eV/Å.

Its energy is -210.0659 Eh. For the relative energy (zero: lowest compared OMol25 entry of this formula, charge and spin), the calculation gives 61.4 kcal/mol. The spin multiplicity is 1. The SMILES is C=CC1=NC1. The value obtained for the HOMO energy is -9.65 eV. The molecular weight is 67.091 g/mol. The calculation puts the HOMO-LUMO gap at 10.00 eV.

Entry 3:
Density functional theory data (the ωB97M-V functional and the def2-TZVPD basis) for a 12-piece molecular cluster, C43H115O34P5 overall.

```
197
Properties=species:S:1:pos:R:3:forces:R:3:mulliken_charge:R:1
P -6.30104 -1.11941 3.48577 1.31 -0.36 -0.96 0.61
H 10.54103 -2.89384 -0.25196 -0.34 -0.15 0.59 0.33
O -3.78716 2.83037 5.20797 0.28 0.31 0.50 -0.01
C -0.72771 8.39564 0.42207 -0.31 0.02 0.17 -1.55
O -3.18603 -3.11128 0.62306 0.33 0.28 0.31 0.06
C -4.07618 -5.05786 -0.62016 -0.47 0.81 2.43 -1.09
C 6.49086 -3.03699 -0.11758 0.53 -0.62 0.05 -0.07
C -0.19712 4.23121 3.74201 0.23 -0.33 -0.38 -0.44
H -0.28501 4.37819 2.66556 -0.36 0.02 0.14 -0.31
H 4.62808 -2.40285 2.56777 0.23 -0.54 -0.01 0.30
H -5.55094 3.25291 6.33398 0.34 0.64 0.03 0.41
H 2.47737 -3.25698 0.00316 0.06 0.06 -0.58 -0.25
H -0.52185 -0.60921 -5.06523 -0.30 0.50 -0.42 0.07
H -0.75428 3.41670 -0.52826 0.11 -0.10 -0.04 -0.16
O 5.73677 -3.28189 1.04573 -0.32 -0.47 0.30 -0.23
H -4.31695 7.27602 -1.51487 0.26 0.06 -0.27 0.51
H 3.83868 3.30227 1.09094 0.23 -0.28 -0.01 0.43
H 0.36378 5.09020 4.11029 -0.14 0.07 0.39 0.39
H -3.77519 -5.90877 -1.23128 0.15 0.29 -0.45 0.46
H -1.09194 -7.37928 -0.11665 -0.13 0.22 -0.18 0.35
H 3.57717 -5.64559 -3.24964 0.09 0.43 -0.14 0.45
H 4.94751 4.77702 -1.37937 -0.03 -0.28 -0.28 0.14
O 0.82575 -5.38915 -3.72141 0.60 -1.28 1.78 -0.44
O 6.27108 4.60886 0.19302 -1.15 -0.30 -0.41 -0.24
H 3.67319 4.96936 -4.30278 -0.49 0.47 0.20 0.44
O -4.76578 -5.60934 0.54571 1.00 -0.37 0.14 -0.37
H 8.30905 -2.91116 1.04987 0.11 -0.35 -0.03 0.35
H -4.45426 0.88952 3.53112 0.07 -0.22 -0.08 0.35
H -1.08330 2.47045 5.39372 -0.05 -0.64 0.42 0.33
H -1.26586 -3.93006 5.48836 0.25 0.02 -0.07 0.29
H 0.82628 -3.39956 -4.37929 -0.64 -0.48 -0.34 0.22
C 1.35881 1.71294 -5.04676 0.76 1.46 0.80 -0.76
H -4.11617 5.24126 3.39456 -0.83 -0.15 -0.03 0.32
H 6.73572 -4.00795 -0.54813 -0.25 -0.19 -0.01 0.30
C -0.96771 -1.40015 -5.66833 1.20 -0.27 0.10 -0.88
C 1.35328 0.09772 0.28153 -0.02 -0.14 -0.69 -0.80
H -2.08327 0.10780 -1.44940 -0.49 -0.36 -0.26 -0.03
C 4.87165 1.80786 -1.70704 -0.42 0.32 0.00 -0.68
P -4.70773 5.10412 0.05652 -1.71 -0.92 0.04 0.78
H -5.22184 -3.20106 1.96074 -0.03 0.25 0.28 0.28
C -3.99841 2.75784 -1.05243 0.36 -0.11 -0.10 -0.49
C 0.44784 -4.00426 -3.55513 -0.20 0.17 1.41 0.00
O -4.96233 4.53637 1.56089 0.48 1.31 -0.81 -0.45
C -8.22772 -0.37975 1.89402 -0.92 -0.53 -0.57 -0.64
O -5.79861 -2.59999 3.95919 -0.93 1.85 -0.74 -0.42
H -4.99657 2.71550 -1.48828 -0.21 0.31 0.50 0.53
O 8.61260 -2.37767 -0.95601 0.62 -0.59 -0.76 -0.30
H -4.19541 -2.32136 -7.26073 0.16 0.37 0.14 0.28
C 2.83467 4.49490 -4.81256 -0.41 0.65 -0.14 -1.99
H 0.08063 2.12289 1.31038 -0.14 0.26 0.30 0.06
H -0.32621 0.67393 2.27971 0.05 -0.04 0.24 0.36
C -1.65501 -0.28046 -2.37348 1.05 0.59 -0.61 0.06
H 0.86157 3.82273 -1.25684 -0.46 -0.58 -0.79 -0.74
C 9.99820 -2.14655 -0.83075 0.40 -0.12 -0.45 -0.84
H -2.38367 -1.46997 1.68084 -0.51 -0.24 -0.06 -0.17
O -0.48448 7.03477 0.02890 0.96 -1.27 0.72 0.11
H -3.33732 2.52860 -1.88819 0.28 0.15 0.14 0.21
H -0.86407 0.41211 -2.66138 0.20 0.03 0.29 0.12
H 5.91401 -2.49803 -0.86916 0.05 0.40 -0.01 0.15
H 0.65567 1.10691 -5.61811 0.24 0.08 -0.54 0.07
O 2.02334 -5.43652 2.58487 0.60 0.96 -0.48 0.03
C 5.11079 -2.16381 1.62016 -0.01 0.81 0.24 -0.96
O -3.61341 4.02323 -0.49443 -0.87 1.30 -0.39 0.04
O -3.83636 6.42731 0.30256 0.38 -0.75 -0.96 0.01
H 2.44704 -0.61785 -5.25159 -0.24 0.34 -0.75 0.39
O 0.89817 -2.00107 -0.81137 0.20 -1.37 -1.13 0.97
C 2.39585 2.54969 -5.95965 -0.74 -1.75 0.51 -0.98
H 10.27735 -1.14911 -0.49121 -0.35 0.17 0.36 0.32
H 10.46452 -2.24526 -1.81101 -0.43 0.07 -0.29 0.27
C -0.18947 -6.76968 -0.16181 -0.15 0.36 0.79 -0.59
H -2.54098 -3.89404 -1.27243 0.35 0.95 -0.03 -0.33
H 3.90505 -5.11376 3.42966 0.13 -0.06 0.17 0.38
H -3.57728 0.57263 1.99439 0.13 -0.61 0.22 -0.68
H 0.75689 -3.84588 0.08380 0.27 -0.01 -0.29 -0.42
O -0.03051 0.38429 0.25072 0.00 0.01 -0.37 0.82
H 2.86166 8.05887 -1.51694 -0.62 -0.39 -0.32 0.72
H 4.03941 2.16366 -2.31439 0.20 0.09 -0.67 0.30
C 1.65211 -0.82126 -0.92291 -0.07 0.00 1.20 0.13
H -3.54403 8.30974 -0.31948 0.13 0.05 -0.28 0.23
C -4.00319 -6.59497 1.26954 -0.52 0.71 -0.61 -0.63
H 3.60971 -4.38184 1.85032 0.09 -0.44 -0.15 -0.37
H 3.12407 3.45355 -0.50922 -0.34 0.58 -0.01 -0.12
H 1.95794 8.55221 -0.06960 0.00 -0.01 -0.06 0.14
H -5.73947 2.43656 4.81347 0.16 -0.32 0.08 0.16
C -2.05548 -2.33427 1.10346 -0.33 -0.40 -1.12 0.03
H -4.84007 -4.40704 -1.04560 0.09 -0.31 -0.47 0.28
P -3.04516 -1.62649 -4.14992 0.24 -0.42 0.31 0.81
O -3.83229 -1.18380 -5.50225 0.18 -0.29 0.96 -0.34
H -1.17778 -1.25169 -2.24294 -0.32 -0.13 0.17 0.08
H 3.79958 -4.24073 -2.08189 -0.06 -0.02 -0.28 0.12
H 0.78119 2.46665 -4.51163 -0.26 -0.12 0.02 0.29
H 4.20598 -5.92345 -1.63129 0.71 0.30 -0.28 0.30
C -2.86163 -4.15464 -0.26378 -0.43 -1.49 -0.46 1.02
H -2.08210 -4.81439 0.11720 0.30 0.12 0.45 -0.19
H 1.74677 -7.42020 2.74447 0.12 -0.60 0.32 0.31
C 4.06509 3.32209 0.02489 0.66 0.03 -1.00 -0.03
H -2.97290 2.88322 7.12603 0.56 -0.77 -0.02 0.42
H 6.98572 5.58635 -1.52232 0.13 -0.16 -0.11 0.34
H -0.50464 -6.45916 2.70233 0.10 -0.36 -0.17 -0.12
O -6.01421 5.24171 -0.71295 3.16 -0.34 1.46 -0.80
O 1.87808 0.89590 -3.96837 -0.93 1.26 -0.22 0.84
O -2.52301 -0.22679 -3.53142 -1.42 -1.10 -0.64 -0.36
H -7.80545 0.58856 2.16263 -0.35 0.03 -0.22 0.31
C 3.45988 -5.28045 2.44877 -1.64 -0.30 0.44 -0.39
H -3.51856 -7.28131 0.57514 -0.12 -0.33 -0.12 0.32
O -7.55450 -1.43948 2.53950 0.96 -0.78 1.30 -0.36
H 5.82370 -1.36888 1.83907 0.08 0.14 -0.06 0.42
H -0.49013 4.93722 -1.37568 -0.05 0.27 0.25 0.43
H 3.51709 7.71175 0.00899 0.01 0.15 0.41 0.20
C -4.64412 -2.09046 -6.29459 -0.64 -0.17 0.84 -0.79
C -5.24128 -3.54427 2.99511 0.11 -0.08 0.16 -0.32
H 1.96287 4.27747 -4.19548 -0.01 0.59 0.52 0.48
H 5.01165 0.74166 -1.88513 -0.31 -0.16 0.31 0.07
H 7.68315 -1.36507 0.49185 -0.04 0.23 0.45 0.26
C -0.47201 1.18353 1.32726 0.23 -0.14 -0.53 -0.90
H 1.27605 -2.48190 1.04858 0.39 -0.59 0.67 0.66
H -0.11607 -1.95094 -6.06765 -0.06 -0.35 0.09 0.40
H -3.20521 -6.19219 1.89331 0.07 0.48 0.06 0.09
O -3.73964 -2.53114 -3.18772 0.96 0.96 -1.58 -0.58
H -1.68900 8.55478 0.91063 -0.12 -0.79 0.29 0.25
O -6.46153 -0.07302 4.52964 -0.08 -1.57 -0.84 -0.63
H -9.28271 -0.52514 2.12630 -0.05 0.71 0.62 0.25
H 2.86599 -0.90867 -3.70055 -0.07 0.44 0.92 0.18
C 2.56125 7.75989 -0.51271 1.61 1.71 0.18 -2.21
C 1.42566 -2.98522 0.09339 -1.30 1.49 0.84 -0.35
H 2.13840 -6.54094 4.29068 0.07 -0.31 0.21 0.45
O 4.50773 2.02511 -0.36743 0.85 -0.32 1.34 -0.34
O 0.52295 4.63651 0.43330 0.81 4.43 3.21 0.60
C -3.89996 4.58371 2.55254 0.36 -0.07 0.16 0.17
H -0.78418 3.87433 6.32271 -0.09 0.73 0.03 0.40
H 0.02864 8.68898 1.15008 0.08 0.50 -0.45 0.58
H -1.53719 1.34773 1.16430 0.04 0.18 0.11 -0.20
H -3.84071 2.02028 -0.26551 -0.31 -0.20 -0.13 0.00
H 4.29882 5.37750 0.10248 0.16 0.39 0.26 0.30
H 1.57232 -0.33963 1.25561 0.29 -0.45 0.06 0.48
H -0.17130 -6.03063 0.63918 -0.25 -0.08 0.11 -0.14
H -1.51058 -1.95891 0.23726 0.22 0.08 0.01 -0.08
O -1.47486 4.04365 4.30232 -0.62 1.15 0.52 -0.06
H 5.83205 2.24364 -1.98239 -0.05 0.55 -0.01 0.43
H 3.85666 -6.19722 2.01263 0.36 0.16 -0.27 0.38
H 2.86610 1.81230 -6.61021 0.62 0.15 0.10 0.25
H 2.50407 5.02523 -5.70562 -0.17 0.93 0.24 0.35
O 3.34719 3.32122 -5.28193 0.86 -3.03 -0.67 0.28
C -4.54488 0.56007 2.49607 -0.14 1.10 -0.59 0.30
H -1.54113 -1.08875 -6.54143 -0.27 0.32 0.40 0.35
H 0.63700 -7.44288 0.06589 0.35 0.08 -0.73 0.41
C -0.01848 4.19460 -0.73212 -0.12 -1.23 -2.62 0.51
C -3.48595 7.33926 -0.81234 -1.53 0.14 0.83 -1.19
H -5.12018 1.29572 1.93398 -0.12 0.38 0.21 0.28
C 4.91663 4.57880 -0.30799 0.20 -0.51 0.10 -0.34
H -1.36559 -2.90611 1.72408 -0.05 -0.39 0.07 0.21
O -0.14925 -6.00401 -1.37440 1.87 -0.61 -1.43 0.16
H -5.64067 -1.65833 -6.38540 0.27 0.52 -0.42 0.29
C 1.59276 -6.52517 3.34721 -0.77 0.72 -0.26 -0.77
H 0.83660 -3.50253 -2.66900 0.81 -0.45 0.29 -0.24
C -1.36985 -4.89055 4.98364 0.85 0.52 -0.74 -0.76
H -0.85137 8.96389 -0.49982 0.84 0.29 0.08 0.37
O 1.26992 -7.78266 -2.64755 0.25 1.94 -0.03 -0.81
H 2.71088 -1.07632 -0.96848 0.36 0.17 0.14 0.28
H 4.31298 -1.73893 1.01101 0.00 0.00 -0.49 0.35
P 1.11810 -6.32482 -2.39400 -1.41 0.49 -0.10 0.63
H -8.25491 -0.60181 0.82723 0.77 0.41 -0.18 0.25
H -5.79744 -4.48092 3.03328 -0.18 0.20 0.17 0.32
H -1.49138 -5.63490 5.77057 0.32 -0.39 -0.22 0.40
C 0.07485 -6.39226 3.62310 0.49 1.66 -0.35 -0.05
C 3.54144 -5.29073 -2.21964 1.14 -0.94 0.21 -0.83
O 1.97348 6.51141 -0.43943 -1.14 -1.84 -0.33 0.08
C -1.48514 3.46322 5.59625 0.54 -1.73 -0.97 -0.71
H 0.39518 3.32415 3.86253 0.28 -0.19 0.19 0.38
H 3.75812 0.34771 -4.56445 0.18 0.06 -0.06 0.21
P 0.83417 6.25726 0.62945 -0.95 -0.55 0.31 1.39
O 2.31128 -5.55701 -1.62815 -2.61 -0.45 0.08 0.00
O -1.66775 -2.25279 -4.77001 -1.50 -0.01 0.34 0.09
H -3.11430 4.39694 6.47297 -0.73 0.54 -0.53 0.36
O -0.19336 -5.03432 4.11867 -0.75 -1.57 1.32 -0.25
C 7.04130 5.62470 -0.43442 -0.11 -0.23 0.90 -1.02
H -5.11267 1.59630 6.27590 0.18 -0.34 -0.29 0.41
C 2.76422 -0.05661 -4.37267 1.18 -1.58 -0.91 -1.14
H -4.22250 -3.73313 3.33355 0.01 0.04 -0.20 0.11
C 7.83796 -2.40570 0.20686 -0.31 1.33 0.09 -0.66
H -4.70044 -7.11499 1.92645 0.01 -0.09 -0.16 0.34
O 1.20381 6.67562 2.00079 -0.46 -0.61 -1.02 -0.90
C -5.08737 2.51105 5.68371 -0.13 0.20 0.13 -0.95
H -2.96232 5.02627 2.21626 -0.01 -0.42 -0.69 -0.09
H -2.51257 7.22713 -1.28989 -0.11 -0.70 0.38 0.25
C -2.88339 3.37888 6.15938 -0.48 0.64 -0.06 -0.75
H -0.19550 -7.22844 4.26793 -0.30 0.28 0.47 0.50
H -0.60774 -3.98480 -3.28407 -0.20 0.20 -1.11 0.23
H -2.29470 -4.80367 4.41335 -0.03 -0.34 -0.28 0.12
H 1.40254 -0.34356 -1.87034 -0.24 0.19 0.16 -0.64
H 6.73248 6.61662 -0.10453 -0.25 0.21 -0.04 0.29
O -5.21735 -0.67600 2.32781 -0.57 -0.80 1.39 0.12
H 1.82873 3.19278 -6.63264 -0.51 0.06 0.02 0.48
H 1.99858 0.97243 0.20039 -0.11 0.48 -0.08 -0.13
H 8.04983 5.47794 -0.04784 0.13 -0.02 -0.39 0.29
H -4.89741 -3.02784 -5.79934 0.70 -0.13 0.38 0.32
H -3.74691 3.57167 2.92731 0.06 0.23 -0.08 -0.05
```
Forces are in eV/Å.

Its energy is -5972.2770 Eh. Its charge is -1. The spin multiplicity is 2. Its expectation value of S² is 0.75. The value obtained for the HOMO energy (alpha / beta) is 0.41 / -7.69 eV. The molecular weight is 1331.229 g/mol. The calculation puts the HOMO-LUMO gap (alpha / beta) at 1.50 / 9.58 eV.

Entry 4:
Density functional theory data (the ωB97M-V functional and the def2-TZVPD basis) for C2H4NP as an isolated structure.

```
8
Properties=species:S:1:pos:R:3:forces:R:3:mulliken_charge:R:1
H 1.42858 0.32392 0.42968 0.08 0.01 -0.08 0.29
N -0.93649 -1.36085 1.58786 -0.52 2.66 -2.22 -0.35
C -0.73728 -0.02927 0.29546 -0.05 -3.21 2.91 -0.38
C 0.72658 -0.44728 0.11045 0.34 -0.18 -0.04 -0.47
H -1.42867 -0.28526 -0.49174 -0.11 0.01 -0.09 0.24
H -0.93481 0.91777 0.77359 -0.06 0.10 0.05 0.24
P 0.55205 -1.82686 1.34950 0.28 0.53 -0.53 0.12
H 0.98523 -0.75906 -0.90377 0.03 0.08 0.01 0.31
```
Forces are in eV/Å.

Its energy is -474.6153 Eh. For the relative energy (zero: lowest compared OMol25 entry of this formula, charge and spin), the calculation gives 36.7 kcal/mol. The spin multiplicity is 1. The value obtained for the HOMO energy is -8.86 eV. The molecular weight is 73.035 g/mol. The calculation puts the HOMO-LUMO gap at 9.11 eV.